1.
Density functional theory data (ωB97M-V with the def2-TZVPD basis set) for 2 unconnected molecules or ions with the total composition CH4O2S.

Results
F_max: 0.01011 Eh/bohr
Frontier orbital gap: 0.3900 hartree
Molar mass: 80.108 g/mol

ORCA input file:
```
! RIJCOSX wB97M-V def2-TZVPD def2/J DEFGRID3
* xyz 0 1
S -1.778 1.185 0.353
O 1.262 0.009 0.557
O 0.355 -1.570 -0.761
C 1.359 -0.991 -0.092
H -2.458 2.333 0.291
H 2.260 -1.601 -0.240
H -0.550 1.676 0.512
H -0.449 -1.041 -0.621
*
```

natural (NBO) atomic charge list, values in e, 5 entries:
1 S -0.326
2 O -0.593
3 O -0.676
4 C 0.655
5 H 0.150

2.
Density functional theory data (ωB97M-V with the def2-TZVPD basis set) for 2 unconnected molecules or ions with the total composition CH4O2S.

Results
F_max: 0.07636 Eh/bohr
Frontier orbital gap (spin up / spin down): 0.3491 / 0.3264 hartree
Molar mass: 80.108 g/mol

ORCA input file:
```
! RIJCOSX wB97M-V def2-TZVPD def2/J DEFGRID3
* xyz 0 1
S -0.017 -1.329 0.192
O 0.952 -1.002 -0.841
O 0.230 -0.454 -2.543
C -0.188 0.331 1.169
H -0.294 0.237 2.223
H -0.400 0.189 -2.245
H 0.740 0.909 1.113
H -1.023 1.118 0.933
*
```

natural (NBO) atomic charge list, values in e, 5 entries:
1 S 0.938
2 O -0.670
3 O -0.526
4 C -0.852
5 H 0.228

3.
Density functional theory data (ωB97M-V with the def2-TZVPD basis set) for a molecular structure, CH4O2Si.

Results
F_max: 0.05620 Eh/bohr
Frontier orbital gap (spin up / spin down): 0.3288 / 0.3289 hartree
Molar mass: 76.127 g/mol

ORCA input file:
```
! RIJCOSX wB97M-V def2-TZVPD def2/J DEFGRID3
* xyz 0 1
Si -1.071 -0.122 -0.159
O 0.091 -1.045 -0.705
O 1.705 -0.490 -0.477
C 1.897 0.396 0.255
H 1.294 1.058 0.925
H -0.186 0.889 0.341
H -2.064 0.350 -1.135
H -1.666 -1.037 0.955
*
```

natural (NBO) atomic charge list, values in e, 5 entries:
1 Si 1.222
2 O -0.946
3 O -0.200
4 C 0.364
5 H 0.224

4.
Density functional theory data (ωB97M-V with the def2-TZVPD basis set) for 2 unconnected molecules or ions with the total composition CH4O3.

Results
F_max: 0.07122 Eh/bohr
Frontier orbital gap: 0.3576 hartree
Molar mass: 64.040 g/mol

ORCA input file:
```
! RIJCOSX wB97M-V def2-TZVPD def2/J DEFGRID3
* xyz 0 1
O 2.183 -0.712 0.019
O 1.410 0.442 -0.215
O -1.106 -0.913 -0.315
C -1.758 0.057 0.080
H 2.945 -0.286 0.439
H -2.584 -0.144 0.778
H 0.470 0.421 -0.577
H -1.559 1.136 -0.210
*
```

natural (NBO) atomic charge list, values in e, 5 entries:
1 O -0.429
2 O -0.531
3 O -0.498
4 C 0.255
5 H 0.463

no.,total energy (a.u.)
1,-589.16790
2,-588.99831
3,-480.28101
4,-266.05588